1.
Density functional theory data (the ωB97M-V functional and the def2-TZVPD basis) for a single C27H31N5O6 molecule at a distorted geometry.

Output
LUMO in eV: -0.61
HOMO-LUMO gap in eV: 7.968
Energy in eV: -48236.4517
SMILES string: CCCCCC(=O)Nc1cccc(C2=NO[C@]3(C2)C[C@@H](C(N)=O)N(C(=O)Cc2ccc([N+](=O)[O-])cc2)C3)c1
HOMO level in eV: -8.57

ORCA input file:
```
! RIJCOSX wB97M-V def2-TZVPD def2/J DEFGRID3
* xyz 0 1
C -7.42 -2.13 0.12
H -7.57 -2.13 -0.96
C -5.96 -1.93 0.48
C -5.41 -0.56 0.06
C -5.28 -0.42 -1.46
C -4.74 0.96 -1.87
C -3.31 1.14 -1.40
O -2.37 0.62 -1.96
N -3.20 1.92 -0.29
C -2.02 2.16 0.43
C -0.79 2.24 -0.20
C 0.37 2.40 0.55
C 0.30 2.50 1.94
C -0.94 2.49 2.56
C -2.10 2.32 1.82
H -3.06 2.28 2.31
H -1.01 2.59 3.63
H 1.19 2.61 2.53
C 1.66 2.39 -0.12
N 1.87 2.94 -1.25
O 3.15 2.68 -1.69
C 3.70 1.63 -0.89
C 5.22 1.69 -0.72
C 5.58 0.25 -0.36
N 4.49 -0.57 -0.93
C 4.48 -1.91 -0.93
O 5.40 -2.58 -0.50
C 3.20 -2.56 -1.46
C 2.02 -2.16 -0.62
C 2.13 -2.18 0.77
C 1.08 -1.74 1.56
C -0.09 -1.29 0.96
C -0.23 -1.28 -0.43
C 0.83 -1.73 -1.20
H 0.73 -1.72 -2.28
H -1.13 -0.90 -0.88
N -1.16 -0.82 1.79
O -0.95 -0.70 2.97
O -2.23 -0.58 1.25
H 1.16 -1.74 2.64
H 3.04 -2.53 1.23
H 3.36 -3.64 -1.40
H 3.04 -2.29 -2.51
C 3.53 0.28 -1.60
H 2.51 -0.08 -1.53
H 3.80 0.40 -2.66
H 6.53 -0.07 -0.78
C 5.67 0.09 1.18
O 5.37 0.99 1.94
N 6.18 -1.08 1.58
H 6.25 -1.26 2.57
H 6.27 -1.85 0.92
H 5.52 2.37 0.07
H 5.67 2.00 -1.66
C 2.87 1.66 0.40
H 3.37 2.23 1.19
H 2.64 0.67 0.78
H -0.71 2.14 -1.27
H -4.05 2.12 0.22
H -4.73 1.02 -2.96
H -5.38 1.75 -1.48
H -6.25 -0.56 -1.93
H -4.60 -1.18 -1.84
H -6.07 0.22 0.45
H -4.42 -0.44 0.51
H -5.84 -2.02 1.56
H -5.35 -2.71 0.02
H -8.03 -1.34 0.54
H -7.78 -3.08 0.51
*
```

=====

2.
Density functional theory data (the ωB97M-V functional and the def2-TZVPD basis) for a single C6H9NO molecule at a distorted geometry.

Output
LUMO (spin up / spin down) in eV: 0.16 / 0.16
HOMO-LUMO gap (spin up / spin down) in eV: 6.946 / 6.945
Energy in eV: -9899.3028
HOMO level (spin up / spin down) in eV: -6.78 / -6.78

ORCA input file:
```
! RIJCOSX wB97M-V def2-TZVPD def2/J DEFGRID3
* xyz 0 1
C -0.85 -0.66 0.60
C 1.91 0.50 -1.49
C -1.78 0.17 1.48
C -1.07 -0.54 -0.80
O 0.95 -0.33 -0.82
N -1.61 -0.48 -1.87
C 0.78 -0.22 0.64
C 1.69 0.14 1.46
H -0.94 -1.72 0.86
H -1.15 -0.31 -2.75
H 2.91 0.07 -1.39
H 1.91 1.50 -1.06
H 1.61 0.50 -2.54
H -1.42 0.09 2.51
H -2.81 -0.18 1.45
H -1.75 1.22 1.19
H 1.61 0.23 2.53
*
```

=====

3.
Density functional theory data (the ωB97M-V functional and the def2-TZVPD basis) for a single C3H4N2S molecule at a distorted geometry.

Output
LUMO (spin up / spin down) in eV: 0.44 / 0.44
HOMO-LUMO gap (spin up / spin down) in eV: 7.537 / 7.537
Energy in eV: -16989.4113
SMILES string: [S-][n+]1cc[nH]c1
HOMO level (spin up / spin down) in eV: -7.09 / -7.09

ORCA input file:
```
! RIJCOSX wB97M-V def2-TZVPD def2/J DEFGRID3
* xyz 0 1
C 0.10 -0.72 0.45
C -0.56 -1.05 -0.74
C -0.07 1.13 -0.80
N 0.31 0.64 0.39
N -0.76 0.03 -1.50
S -1.58 0.01 -2.92
H 0.33 -1.34 1.34
H -0.85 -2.07 -0.88
H 0.10 2.07 -1.35
H 0.54 1.22 1.15
*
```

=====

4.
Density functional theory data (the ωB97M-V functional and the def2-TZVPD basis) for 7 unconnected molecules or ions with the total composition C40H94N6O7 at a distorted geometry.

Output
LUMO in eV: 0.43
HOMO-LUMO gap in eV: 7.964
Energy in eV: -66268.3172
SMILES string: CC1(C)CCCC(C)(C)N1O.CC1(C)CCCC(C)(C)N1O.CC1(C)CCCC(C)(C)N1O.COC[C@H](C)N.COC[C@H](C)N.COC[C@H](C)N.CO
HOMO level in eV: -7.54

ORCA input file:
```
! RIJCOSX wB97M-V def2-TZVPD def2/J DEFGRID3
* xyz 0 1
C 6.03 1.03 -3.04
C 4.71 0.85 -3.87
C 3.65 1.93 -3.68
O 2.51 1.36 -4.31
C 1.42 2.32 -4.37
N 5.18 0.87 -5.24
H 6.65 0.13 -3.05
H 5.81 1.30 -2.01
H 6.71 1.79 -3.42
H 4.23 -0.09 -3.58
H 3.88 2.96 -3.95
H 3.41 2.03 -2.62
H 0.64 2.01 -5.06
H 1.79 3.29 -4.72
H 1.04 2.52 -3.38
H 5.92 1.52 -5.41
H 4.41 1.16 -5.83
C 0.88 -1.48 -4.84
C 0.99 -2.65 -3.93
C 2.37 -2.71 -3.34
O 3.27 -3.28 -4.32
C 4.44 -3.73 -3.66
N -0.01 -2.46 -2.87
H 0.82 -0.53 -4.32
H 0.14 -1.75 -5.60
H 1.80 -1.39 -5.43
H 0.75 -3.54 -4.49
H 2.35 -3.28 -2.41
H 2.76 -1.78 -2.93
H 4.86 -3.07 -2.90
H 5.16 -4.16 -4.36
H 4.24 -4.61 -3.05
H -0.46 -3.36 -2.77
H -0.81 -2.09 -3.36
C -2.05 3.79 -4.11
C -2.68 3.36 -2.79
C -3.39 1.97 -2.82
O -4.23 1.82 -3.96
C -5.47 2.41 -3.85
N -1.52 3.30 -1.99
H -1.30 3.08 -4.47
H -1.41 4.67 -4.06
H -2.76 3.88 -4.93
H -3.23 4.22 -2.41
H -3.94 1.77 -1.90
H -2.64 1.19 -2.95
H -5.52 3.50 -3.88
H -6.06 2.06 -3.00
H -6.17 2.10 -4.63
H -1.09 4.21 -1.98
H -1.78 2.99 -1.06
C 1.04 0.46 -1.11
O 0.83 -0.91 -0.89
H 1.03 0.63 -2.19
H 0.19 1.04 -0.75
H 1.98 0.80 -0.68
H 0.52 -1.38 -1.67
C -6.66 -0.40 -1.48
C -6.07 -1.35 -0.36
C -6.20 -2.77 -0.94
C -5.40 -3.80 -0.05
C -3.91 -3.37 0.15
C -3.73 -1.91 0.59
N -4.62 -1.01 -0.17
O -4.41 0.38 0.06
C -3.87 -1.81 2.08
C -2.23 -1.61 0.33
C -6.90 -1.12 0.93
H -5.98 -0.42 -2.33
H -6.73 0.64 -1.16
H -7.60 -0.73 -1.90
H -7.24 -3.10 -0.90
H -5.83 -2.95 -1.95
H -5.41 -4.79 -0.49
H -5.80 -3.84 0.97
H -3.45 -3.52 -0.83
H -3.58 -4.10 0.89
H -4.89 -2.03 2.39
H -3.33 -2.58 2.62
H -3.60 -0.81 2.43
H -1.58 -2.16 1.02
H -1.90 -1.82 -0.69
H -2.03 -0.54 0.47
H -6.36 -0.41 1.56
H -6.87 -2.04 1.51
H -7.92 -0.82 0.69
H -3.62 0.52 -0.46
C -2.70 0.53 5.48
C -1.16 1.01 5.45
C -0.51 0.48 4.12
C -0.81 1.30 2.82
C -0.44 2.78 3.10
C -1.11 3.50 4.34
N -0.97 2.57 5.53
O -1.54 3.09 6.68
C -0.26 4.83 4.52
C -2.57 3.82 4.08
C -0.30 0.26 6.61
H -3.27 1.12 6.20
H -2.79 -0.53 5.71
H -3.13 0.55 4.48
H 0.57 0.41 4.20
H -0.87 -0.53 3.96
H -1.84 1.19 2.50
H -0.39 1.06 1.84
H -0.66 3.14 2.10
H 0.64 2.78 3.21
H -0.53 5.45 5.37
H 0.82 4.70 4.54
H -0.51 5.56 3.74
H -3.14 2.89 4.03
H -3.13 4.27 4.90
H -2.73 4.36 3.16
H 0.75 0.48 6.45
H -0.41 -0.83 6.60
H -0.65 0.60 7.59
H -2.48 3.20 6.47
C 4.64 -0.96 -0.54
C 4.89 -2.01 0.54
C 6.13 -1.83 1.36
C 6.21 -0.66 2.39
C 5.03 -0.91 3.30
C 3.61 -1.09 2.73
N 3.74 -1.99 1.54
O 2.55 -2.36 1.00
C 2.68 -1.76 3.81
C 3.13 0.33 2.28
C 5.09 -3.42 -0.12
H 5.43 -0.91 -1.29
H 3.75 -1.11 -1.15
H 4.57 0.07 -0.17
H 6.41 -2.67 1.99
H 7.00 -1.69 0.72
H 7.13 -0.59 2.98
H 6.10 0.22 1.76
H 4.89 -0.06 3.97
H 5.33 -1.79 3.88
H 1.67 -1.82 3.40
H 2.54 -1.12 4.68
H 2.75 -2.83 4.01
H 3.82 0.92 1.68
H 2.91 0.94 3.15
H 2.18 0.19 1.76
H 4.28 -3.68 -0.79
H 6.02 -3.50 -0.69
H 5.23 -4.21 0.61
H 2.24 -1.50 0.70
*
```

=====

5.
Density functional theory data (the ωB97M-V functional and the def2-TZVPD basis) for a gas-phase ion, C17H18ClFN5 (charge +1).

Output
LUMO in eV: -3.50
HOMO-LUMO gap in eV: 8.393
Energy in eV: -40607.1989
SMILES string: NC(=N/C(=[NH2+])NCCc1ccc(F)cc1)/N=C/c1cccc(Cl)c1
HOMO level in eV: -11.89

ORCA input file:
```
! RIJCOSX wB97M-V def2-TZVPD def2/J DEFGRID3
* xyz 1 1
N 2.29 3.01 -0.06
C 1.83 1.84 -0.49
N 0.56 1.77 -0.93
C -0.01 2.10 -2.02
C -1.43 1.94 -2.23
C -2.26 1.49 -1.20
C -3.62 1.35 -1.42
C -4.17 1.67 -2.66
C -3.34 2.12 -3.68
C -1.98 2.26 -3.47
H -1.35 2.61 -4.27
H -3.77 2.36 -4.64
H -5.23 1.56 -2.82
Cl -4.64 0.79 -0.15
H -1.84 1.26 -0.23
H 0.56 2.50 -2.86
N 3.32 -1.32 -0.62
H 4.23 -0.87 -0.60
C 3.30 -2.76 -0.52
H 4.12 -3.15 -1.12
C 3.45 -3.23 0.94
C 2.35 -2.66 1.79
C 1.11 -3.29 1.86
C 0.06 -2.71 2.55
C 0.27 -1.49 3.17
C 1.50 -0.85 3.14
C 2.54 -1.45 2.44
H 3.50 -0.96 2.42
H 1.63 0.09 3.65
F -0.75 -0.90 3.81
H -0.90 -3.19 2.62
H 0.97 -4.24 1.37
H 4.42 -2.92 1.32
H 3.42 -4.32 0.95
H 2.37 -3.14 -0.95
C 2.30 -0.48 -0.48
N 2.63 0.80 -0.38
N 1.03 -0.93 -0.45
H 0.30 -0.25 -0.29
H 0.83 -1.90 -0.25
H 3.17 3.04 0.42
H 1.73 3.85 -0.12
*
```

=====

6.
Density functional theory data (the ωB97M-V functional and the def2-TZVPD basis) for a molecular structure, C19H23CrN6O4S at a distorted geometry.

Output
LUMO (spin up / spin down) in eV: -7.67 / -7.00
HOMO-LUMO gap (spin up / spin down) in eV: 6.744 / 7.427
Energy in eV: -76448.5095
HOMO level (spin up / spin down) in eV: -14.42 / -14.43

ORCA input file:
```
! RIJCOSX wB97M-V def2-TZVPD def2/J DEFGRID3
* xyz 2 2
Cr 0.70 -0.22 0.28
C -3.33 2.81 -0.24
N -2.18 2.69 -1.11
C -1.67 3.66 -1.92
C -0.57 3.18 -2.53
N -0.39 1.89 -2.07
C -1.39 1.60 -1.20
S -1.61 0.14 -0.38
C 0.55 0.96 -2.58
C 0.64 0.82 -3.96
C 1.49 -0.14 -4.47
C 2.28 -0.86 -3.57
C 2.15 -0.61 -2.22
N 1.26 0.25 -1.70
H -4.12 3.34 -0.76
H -3.08 3.35 0.67
H -3.68 1.81 0.02
H -2.14 4.63 -2.01
H 0.11 3.65 -3.21
H 0.03 1.43 -4.60
H 1.53 -0.33 -5.53
H 2.96 -1.61 -3.92
H 2.77 -1.15 -1.51
O 0.67 -2.02 -0.45
C -0.07 -2.95 -0.10
C -0.93 -2.94 1.03
C -1.87 -3.98 1.18
C -2.71 -4.00 2.27
C -2.57 -3.05 3.30
C -1.63 -2.06 3.21
C -0.83 -1.92 2.04
O -0.04 -0.91 1.92
N -3.76 -5.01 2.37
O -3.76 -5.86 1.52
O -4.54 -4.88 3.27
H -0.07 -3.86 -0.72
H -1.96 -4.75 0.43
H -3.22 -3.14 4.16
H -1.51 -1.35 4.00
N 0.63 1.71 1.21
C 1.79 2.59 0.98
C 3.02 2.05 1.70
C 3.63 0.83 1.03
N 2.74 -0.35 1.08
H -0.22 2.22 0.97
H 0.54 1.56 2.22
H 1.58 3.60 1.35
H 1.96 2.64 -0.10
H 2.77 1.82 2.74
H 3.77 2.84 1.70
H 4.58 0.60 1.52
H 3.85 1.05 -0.02
H 2.62 -0.61 2.06
H 3.24 -1.13 0.64
*
```

=====

7.
Density functional theory data (the ωB97M-V functional and the def2-TZVPD basis) for a molecular structure, C3HIO2S at a distorted geometry.

Output
LUMO (spin up / spin down) in eV: -0.81 / -1.38
HOMO-LUMO gap (spin up / spin down) in eV: 7.860 / 6.916
Energy in eV: -26153.0004
HOMO level (spin up / spin down) in eV: -8.67 / -8.29

ORCA input file:
```
! RIJCOSX wB97M-V def2-TZVPD def2/J DEFGRID3
* xyz 0 1
C 0.10 0.16 0.13
C 1.89 0.69 -0.67
C 0.93 2.73 -0.06
O 0.89 3.93 0.08
O 1.93 2.01 -0.49
S -0.54 1.66 0.38
I 3.51 -0.37 0.00
H -0.38 -0.70 -0.33
*
```

=====

8.
Density functional theory data (the ωB97M-V functional and the def2-TZVPD basis) for a molecular structure, C8H16CrO5 at a distorted geometry.

Output
LUMO (spin up / spin down) in eV: -9.57 / -8.87
HOMO-LUMO gap (spin up / spin down) in eV: 6.378 / 9.786
Energy in eV: -47193.7528
HOMO level (spin up / spin down) in eV: -15.95 / -18.66

ORCA input file:
```
! RIJCOSX wB97M-V def2-TZVPD def2/J DEFGRID3
* xyz 2 5
C -0.79 2.66 -1.42
H -0.55 3.23 -2.32
H -0.40 3.48 -0.80
H -1.70 2.33 -1.93
O 0.56 1.57 -1.03
C 1.95 1.72 -0.87
C 2.54 0.33 -0.77
O 1.76 -0.45 0.14
C 1.89 -1.86 0.05
C 0.71 -2.51 0.73
O -0.47 -1.85 0.24
C -1.70 -2.44 0.63
Cr -0.19 0.19 0.23
H 2.20 2.33 0.02
H 2.37 2.23 -1.75
H 3.59 0.35 -0.45
H 2.46 -0.15 -1.76
H 2.83 -2.19 0.51
H 1.89 -2.14 -1.02
H 0.76 -2.41 1.82
H 0.66 -3.57 0.47
H -2.50 -1.89 0.13
H -1.72 -3.49 0.32
H -1.83 -2.40 1.72
O -1.99 0.87 -0.44
C -2.76 1.14 0.57
C -2.17 1.09 1.86
O -0.96 0.74 1.99
H -3.67 1.71 0.38
H -2.76 1.39 2.73
*
```

=====

9.
Density functional theory data (the ωB97M-V functional and the def2-TZVPD basis) for a molecular structure, C35H39BrEuN4OP at a distorted geometry.

Output
LUMO (spin up / spin down) in eV: -2.89 / -2.89
HOMO-LUMO gap (spin up / spin down) in eV: 6.722 / 6.781
Energy in eV: -143592.5914
HOMO level (spin up / spin down) in eV: -9.61 / -9.67

ORCA input file:
```
! RIJCOSX wB97M-V def2-TZVPD def2/J DEFGRID3
* xyz 1 8
Eu 0.06 -0.65 -0.62
Br -6.04 -4.21 -4.12
C -4.90 -3.04 -3.21
C -5.34 -2.38 -2.04
C -4.52 -1.51 -1.35
C -3.11 -1.46 -1.58
O -2.23 -1.01 -0.74
C -2.75 -1.96 -2.91
C -1.58 -1.55 -3.56
N -0.61 -0.72 -3.14
C 0.18 -0.14 -4.15
C -0.19 -0.11 -5.51
C 0.67 0.39 -6.48
C 1.84 1.01 -6.10
C 2.20 1.03 -4.75
C 3.44 1.52 -4.41
C 3.88 1.42 -3.07
C 2.96 0.95 -2.11
N 1.75 0.43 -2.41
C 1.40 0.45 -3.74
C -3.60 -2.84 -3.64
H -6.39 -2.58 -1.73
H -4.90 -1.03 -0.42
H -1.58 -1.90 -4.60
H -1.14 -0.58 -5.75
H 0.35 0.38 -7.53
H 2.47 1.47 -6.88
H 4.12 1.88 -5.20
H 4.87 1.76 -2.80
H 3.23 0.90 -1.07
H -3.22 -3.37 -4.52
N 3.34 -6.17 0.59
C 2.45 -5.11 0.37
C 1.74 -4.52 1.44
C 0.93 -3.45 1.12
N 0.95 -2.83 -0.09
C 1.75 -3.31 -1.07
C 2.44 -4.52 -0.91
H 3.10 -6.76 1.40
H 3.76 -6.59 -0.25
H 1.72 -4.96 2.42
H 0.22 -3.02 1.77
H 1.85 -2.65 -1.94
H 2.99 -4.91 -1.74
C -1.43 4.36 1.69
C -0.09 3.62 1.64
C 0.56 3.81 0.25
C 0.88 4.23 2.70
P -0.32 1.74 1.80
C 0.88 1.24 3.14
C 0.96 1.67 4.47
C 1.92 1.11 5.32
C 2.81 0.15 4.86
C 2.77 -0.26 3.54
C 1.82 0.33 2.69
C -1.87 1.20 2.78
C -1.76 -0.30 3.17
C -2.05 2.04 4.05
C -3.09 1.35 1.84
H -1.35 5.40 1.30
H -1.85 4.48 2.68
H -2.21 3.85 1.11
H 0.65 4.85 0.03
H 0.07 3.31 -0.57
H 1.57 3.42 0.25
H 1.08 5.25 2.42
H 1.83 3.68 2.76
H 0.37 4.30 3.65
H 0.35 2.47 4.83
H 2.01 1.42 6.36
H 3.59 -0.26 5.56
H 3.45 -1.01 3.09
H 1.79 -0.04 1.67
H -0.97 -0.55 3.86
H -1.62 -0.96 2.31
H -2.67 -0.64 3.65
H -1.59 1.64 4.95
H -3.11 2.06 4.29
H -1.66 3.09 3.99
H -3.02 0.75 0.95
H -3.25 2.40 1.60
H -4.01 1.03 2.35
*
```

=====

10.
Density functional theory data (the ωB97M-V functional and the def2-TZVPD basis) for a molecular structure, C11H11Br2CrN6O3 at a distorted geometry.

Output
LUMO (spin up / spin down) in eV: -4.20 / -4.15
HOMO-LUMO gap (spin up / spin down) in eV: 6.139 / 6.337
Energy in eV: -195167.6168
HOMO level (spin up / spin down) in eV: -10.34 / -10.49

ORCA input file:
```
! RIJCOSX wB97M-V def2-TZVPD def2/J DEFGRID3
* xyz 1 5
Cr 0.00 0.59 -0.10
N -0.33 -2.05 1.20
N -1.69 -2.33 1.04
C -2.52 -1.40 0.54
N -3.82 -1.56 0.65
N -1.90 -0.38 -0.08
N -2.59 0.80 -0.27
O -3.78 0.90 -0.35
O -1.79 1.75 -0.38
H 0.22 -2.73 0.68
H -0.09 -2.06 2.18
H -2.09 -3.16 1.46
H -4.20 -2.30 1.21
H -4.46 -0.90 0.21
C 0.07 -1.84 -2.55
C 1.43 -1.45 -2.05
C 2.60 -2.04 -2.57
C 3.82 -1.68 -2.09
C 3.93 -0.70 -1.08
C 5.15 -0.24 -0.51
Br 6.80 -0.97 -1.07
C 5.13 0.74 0.43
C 3.91 1.32 0.86
Br 3.97 2.68 2.15
C 2.70 0.91 0.35
O 1.54 1.43 0.70
C 2.73 -0.13 -0.62
N 1.51 -0.54 -1.09
H 0.15 -2.53 -3.38
H -0.48 -0.97 -2.88
H -0.50 -2.33 -1.76
H 2.51 -2.78 -3.36
H 4.72 -2.13 -2.48
H 6.05 1.10 0.86
*
```

=====

Q: Among the records above, which one has the highest energy?
A: C6H9NO

=====

Q: The highest energy belongs to which entry?
A: C6H9NO